1.
{"formula": "C20H22AuClN2O8Sb", "method": "wB97M-V/def2-TZVPD", "elements": ["Au", "Cl", "C", "C", "C", "C", "O", "C", "C", "O", "C", "H", "H", "H", "H", "O", "C", "O", "C", "C", "C", "C", "C", "C", "N", "O", "O", "N", "O", "O", "H", "H", "H", "C", "C", "Sb", "C", "C", "C", "C", "H", "H", "H", "H", "H", "H", "H", "H", "H", "H", "H", "H", "H", "H", "H"], "xyz": [[0.36076, 0.11479, 1.10009], [2.51623, -4.51992, 6.57258], [1.85444, -3.58204, 5.29531], [0.63078, -3.98212, 4.70784], [0.14419, -3.26983, 3.63469], [0.83047, -2.24946, 2.94791], [0.29741, -1.82425, 1.80796], [2.13701, -1.88577, 3.50800], [2.99918, -0.84643, 2.99572], [2.61455, 0.17999, 2.46520], [2.61879, -2.64904, 4.57669], [0.09851, -4.81029, 5.15363], [-0.90244, -3.44199, 3.37597], [4.06619, -1.06327, 3.02670], [3.61639, -2.47029, 4.95413], [0.62651, 3.33165, -1.34634], [0.93274, 2.30123, -0.78074], [0.57048, 2.13288, 0.44158], [1.69914, 1.24509, -1.48556], [2.21293, 0.09374, -0.82409], [2.66474, -0.95527, -1.56408], [2.80982, -0.94382, -2.98430], [2.40894, 0.26733, -3.57025], [1.91449, 1.40490, -2.87221], [2.58540, 0.47207, -4.96962], [2.95414, -0.53588, -5.58714], [2.42991, 1.61253, -5.46674], [3.26934, -2.02214, -0.84450], [3.79651, -2.94309, -1.57771], [3.31910, -1.99244, 0.41885], [2.36174, 0.12608, 0.23819], [3.34222, -1.73577, -3.54545], [1.48364, 2.20646, -3.44283], [-1.94821, 2.08006, -2.83818], [-1.81936, 0.72390, -2.16151], [-2.13900, 0.71392, 0.06757], [-3.74785, -0.79890, 0.13040], [-5.05991, -0.09706, -0.30327], [-3.02761, 2.74990, 0.24487], [-2.04283, 3.82790, 0.68046], [-1.73675, 2.08844, -3.94122], [-1.25022, 2.80320, -2.45922], [-2.94557, 2.48656, -2.78055], [-0.74670, 0.40580, -2.25194], [-2.47902, 0.02947, -2.59000], [-3.71138, -1.29220, 1.09963], [-3.53203, -1.62518, -0.60106], [-5.29105, 0.76715, 0.30589], [-5.97877, -0.70004, -0.09402], [-5.04356, 0.21518, -1.38291], [-3.84956, 2.57909, 0.92524], [-3.47640, 2.83986, -0.78002], [-1.97218, 3.84870, 1.75220], [-2.42797, 4.84109, 0.33062], [-1.03835, 3.74754, 0.28755]], "forces_ev_per_angstrom": [[-0.74, -0.26, 0.50], [0.35, -0.17, 0.56], [-0.25, 0.01, -2.59], [0.96, 1.02, 0.77], [-1.04, -0.43, 0.39], [0.56, 0.74, -1.08], [0.80, -0.88, 2.06], [-1.58, -1.32, -0.11], [-0.50, 0.44, -0.94], [0.57, -0.03, 0.49], [-0.36, -0.19, 1.29], [-0.29, 0.09, -0.01], [0.42, -0.15, -0.50], [0.60, 0.01, 0.38], [0.20, 0.22, -0.07], [0.24, 0.88, -1.68], [-0.57, 1.06, 2.02], [0.85, -0.62, -0.17], [1.00, -0.52, -1.61], [-0.42, 1.88, -0.87], [0.69, 0.04, -1.56], [-0.19, 1.16, 0.54], [-0.01, 0.69, 1.51], [-0.85, -2.55, 1.41], [0.85, 0.10, -2.20], [-0.51, 1.46, -0.15], [0.23, -2.42, 0.81], [2.28, -3.29, 1.02], [-1.49, 2.29, 2.67], [-0.15, -0.31, -3.68], [0.14, -0.22, 0.30], [-0.79, 0.65, 0.56], [0.25, 0.46, 0.21], [0.04, 0.04, -1.25], [1.79, 1.20, 1.10], [0.07, -0.02, -0.58], [-0.26, 0.35, -1.63], [-0.83, -0.83, 0.25], [-0.36, -1.43, -1.41], [-0.97, 1.29, -0.96], [-0.07, -0.55, 0.71], [0.20, 0.36, 0.50], [-0.44, 0.18, 0.23], [-1.06, -0.15, -0.01], [-0.75, -1.24, -0.55], [-0.39, 0.38, 0.21], [0.14, 0.86, 0.50], [0.36, 0.58, 0.04], [0.62, -0.06, -0.62], [0.02, -0.35, 1.03], [-0.28, 0.33, 0.33], [0.44, 0.49, 0.98], [0.06, 0.03, 0.56], [0.35, -1.06, 0.53], [0.05, -0.28, -0.19]], "mulliken_charge": [0.84, -0.26, 0.08, -0.41, -0.56, 0.49, -0.82, 0.73, -0.11, -0.50, -0.87, 0.36, 0.34, 0.36, 0.33, -0.76, 0.74, -0.81, 0.27, -0.52, 0.13, -0.58, 0.14, -0.88, 0.97, -0.62, -0.61, 0.91, -0.64, -0.51, 0.79, 0.52, 0.55, -1.12, -0.61, 0.46, -0.88, -0.90, -0.89, -0.85, 0.31, 0.20, 0.45, -0.06, 0.72, 0.44, 0.33, 0.25, 0.35, 0.22, 0.44, 0.32, 0.34, 0.28, 0.11], "e_tot_ev": -63203.1496, "total_charge": -1, "relative_energy_kcal_mol": 0.00, "spin_multiplicity": 1}

---

2.
{"formula": "C19H33BNO12", "method": "wB97M-V/def2-TZVPD", "elements": ["B", "C", "C", "C", "N", "H", "H", "H", "H", "H", "H", "H", "H", "H", "C", "C", "C", "O", "C", "O", "O", "H", "H", "H", "H", "H", "H", "C", "C", "C", "O", "C", "O", "O", "H", "H", "H", "H", "H", "H", "C", "C", "C", "O", "C", "O", "O", "H", "H", "H", "H", "H", "H", "C", "C", "C", "O", "C", "O", "O", "H", "H", "H", "H", "H", "H"], "xyz": [[-0.17994, 3.78721, -2.09945], [-1.05558, 2.36020, -1.95698], [-0.23764, 1.24503, -1.43330], [-0.16606, 1.09873, 0.07669], [0.41978, 0.47868, -2.21523], [-0.11329, 4.36985, -1.01060], [0.95906, 3.54254, -2.50077], [-0.75920, 4.51769, -2.90610], [-1.89196, 2.54532, -1.27204], [-1.46922, 2.07692, -2.92989], [-0.70577, 1.89189, 0.59291], [-0.59000, 0.13098, 0.36983], [0.87333, 1.13618, 0.41008], [0.95139, -0.22322, -1.69580], [1.07490, 1.56039, -5.22162], [0.01230, 2.13139, -6.10624], [-0.82835, 1.11649, -6.85895], [-1.14697, 1.79148, -8.08376], [-0.20439, 2.74444, -8.29397], [-0.10376, 3.35977, -9.31437], [0.57592, 2.89044, -7.21926], [1.57627, 2.35459, -4.66997], [0.60370, 0.92962, -4.46154], [1.79793, 0.97848, -5.79837], [-0.62451, 2.82111, -5.54656], [-1.74999, 0.84400, -6.35304], [-0.24600, 0.22136, -7.09591], [-3.24283, -5.06460, 0.33984], [-2.50779, -4.36502, -0.77001], [-1.18219, -3.73376, -0.37240], [-1.09924, -2.60221, -1.23427], [-2.35880, -2.25039, -1.60657], [-2.64417, -1.25442, -2.17910], [-3.23811, -3.21308, -1.22252], [-4.20230, -5.44592, -0.00705], [-2.64534, -5.90585, 0.69725], [-3.40165, -4.38849, 1.17896], [-2.36993, -5.01740, -1.63894], [-0.31395, -4.36637, -0.53869], [-1.21353, -3.39780, 0.66841], [-0.26374, -0.54487, 5.71279], [-0.63316, -1.15046, 4.38857], [-1.88426, -0.61358, 3.71401], [-2.40425, -1.77860, 3.05047], [-1.94156, -2.87392, 3.68342], [-2.33042, -3.98592, 3.48400], [-0.97680, -2.54874, 4.56165], [0.64029, -1.01082, 6.10230], [-0.06529, 0.51666, 5.57135], [-1.06853, -0.67875, 6.43698], [0.20074, -1.10731, 3.68564], [-1.69008, 0.16185, 2.97973], [-2.62406, -0.28200, 4.44735], [4.73558, 0.64867, 5.33351], [3.92854, 0.59093, 4.06601], [4.08384, 1.77051, 3.11514], [2.78586, 1.87759, 2.52905], [1.88971, 1.31753, 3.36041], [0.70750, 1.37763, 3.24043], [2.52040, 0.66046, 4.36572], [4.51985, -0.20921, 5.96798], [5.79935, 0.63505, 5.08934], [4.51286, 1.56395, 5.88240], [4.09317, -0.34782, 3.52882], [4.81075, 1.62182, 2.32213], [4.30158, 2.69306, 3.66011]], "forces_ev_per_angstrom": [[0.04, 0.01, 0.07], [-0.08, -0.01, 0.01], [-0.06, 0.26, 0.00], [0.07, 0.00, 0.02], [0.04, -0.37, -0.09], [0.03, -0.08, -0.02], [-0.05, 0.02, -0.03], [0.00, -0.01, 0.04], [-0.03, -0.03, -0.11], [0.10, -0.02, 0.00], [0.02, 0.00, -0.04], [0.02, 0.02, -0.02], [-0.01, -0.04, -0.01], [-0.05, 0.11, 0.11], [-0.02, 0.06, 0.07], [-0.15, 0.10, -0.03], [0.06, -0.04, 0.02], [0.08, 0.03, -0.05], [-0.10, 0.05, -0.09], [0.02, -0.06, 0.07], [0.01, -0.02, 0.02], [0.04, -0.02, -0.02], [0.10, 0.02, 0.03], [-0.03, 0.00, -0.04], [0.05, 0.01, 0.03], [0.01, 0.01, 0.03], [-0.05, -0.02, 0.02], [0.00, -0.02, 0.04], [0.10, 0.04, -0.07], [-0.08, -0.01, 0.07], [-0.03, 0.09, 0.01], [0.08, 0.12, -0.01], [-0.10, -0.15, 0.03], [-0.04, -0.01, -0.03], [0.00, 0.01, -0.02], [-0.02, 0.00, 0.00], [-0.01, -0.01, 0.00], [-0.01, -0.04, 0.04], [-0.02, -0.03, -0.01], [0.05, 0.00, -0.01], [-0.01, 0.05, 0.02], [0.03, -0.07, -0.18], [-0.01, 0.00, 0.10], [-0.04, -0.05, 0.03], [0.01, -0.08, -0.04], [0.04, 0.08, -0.03], [-0.01, 0.00, 0.01], [0.00, 0.00, 0.01], [-0.02, -0.01, 0.03], [-0.03, 0.02, -0.04], [0.04, -0.01, 0.07], [0.03, -0.01, 0.00], [0.00, 0.07, -0.04], [0.06, 0.04, -0.03], [-0.09, -0.02, -0.19], [0.00, 0.02, 0.09], [-0.07, 0.04, 0.03], [-0.13, 0.03, -0.08], [0.11, 0.01, 0.10], [0.03, -0.07, 0.03], [-0.01, 0.01, 0.01], [-0.01, 0.00, 0.02], [0.00, -0.01, 0.01], [0.04, -0.01, 0.05], [0.01, -0.03, 0.01], [0.03, 0.01, -0.04]], "mulliken_charge": [0.31, -1.15, 0.94, -1.06, -0.46, -0.25, -0.26, -0.26, 0.33, 0.12, 0.35, 0.16, 0.19, 0.14, -1.37, 0.62, -0.37, -0.36, 0.62, -0.59, -0.38, 0.29, 0.30, 0.39, 0.23, 0.26, 0.29, -1.30, 0.43, -0.03, -0.28, 0.63, -0.49, -0.38, 0.37, 0.36, 0.24, 0.22, 0.32, -0.12, -1.56, 0.94, -0.34, -0.33, 0.60, -0.56, -0.42, 0.30, 0.33, 0.44, 0.10, 0.23, 0.27, -1.48, 0.49, -0.55, -0.33, 0.57, -0.42, -0.26, 0.36, 0.39, 0.35, 0.27, 0.30, 0.31], "e_tot_ev": -46976.6555, "total_charge": -1, "spin_multiplicity": 1}